Record 1
Molecular formula: C16H21NO4S
Method: DFT, wB97M-V/def2-TZVPD

Geometry as ORCA input:
```
! wB97M-V def2-TZVPD RIJCOSX def2/J DEFGRID3
* xyz 0 1
C -3.375 -2.339 0.952
H -3.090 -3.064 0.193
H -2.539 -1.665 1.111
H -3.566 -2.873 1.881
C -4.626 -1.582 0.511
C -5.782 -2.564 0.325
H -5.555 -3.264 -0.476
H -6.701 -2.039 0.075
H -5.950 -3.131 1.238
C -4.392 -0.811 -0.796
H -3.755 -1.395 -1.462
H -5.346 -0.644 -1.298
C -3.734 0.572 -0.615
N -2.415 0.505 -0.039
C -1.318 0.285 -0.807
O -1.394 0.050 -2.001
C -0.037 0.319 -0.096
C 0.268 0.542 1.224
C 1.642 0.479 1.486
C 2.385 0.208 0.362
C 3.773 0.080 0.277
C 4.968 -0.033 0.169
C 6.416 -0.167 0.074
C 6.972 1.004 -0.753
H 6.511 1.022 -1.736
H 8.051 0.901 -0.869
H 6.760 1.943 -0.247
C 6.751 -1.508 -0.599
H 6.382 -2.327 0.014
H 6.283 -1.563 -1.578
H 7.829 -1.610 -0.715
O 6.925 -0.130 1.400
H 7.884 -0.220 1.357
S 1.382 0.025 -1.042
H 2.084 0.625 2.455
H -0.461 0.745 1.988
H -2.338 0.828 0.914
C -4.591 1.460 0.262
O -4.237 1.913 1.320
O -5.794 1.685 -0.260
H -6.323 2.249 0.328
H -3.656 1.028 -1.612
H -4.901 -0.872 1.299
*
```

Largest force on an atom (eV/Å): 1.317
Kohn-Sham gap (eV): 8.5557
ΔE to the lowest compared entry with this formula, charge and spin (kcal/mol): 9.6
E_LUMO (Ha): 0.005

Charges obtained by natural (NBO) population analysis, quoted in units of e: C -0.60; H 0.20; H 0.21; H 0.21; C -0.22; C -0.60; H 0.20; H 0.21; H 0.21; C -0.39; H 0.23; H 0.22; C -0.16; N -0.61; C 0.64; O -0.62; C -0.31; C -0.21; C -0.23; C -0.25; C -0.05; C 0.05; C 0.19; C -0.61; H 0.22; H 0.20; H 0.23; C -0.61; H 0.23; H 0.22; H 0.20; O -0.70; H 0.47; S 0.53; H 0.23; H 0.22; H 0.42; C 0.80; O -0.61; O -0.68; H 0.50; H 0.25; H 0.19

---

Record 2
Molecular formula: C16H21NOS2Tl
Method: DFT, wB97M-V/def2-TZVPD

Geometry as ORCA input:
```
! wB97M-V def2-TZVPD RIJCOSX def2/J DEFGRID3
* xyz 3 1
Tl 0.947 -1.882 -1.883
N 0.587 -2.272 0.480
S -0.154 -1.321 1.637
C 0.263 -1.608 3.342
C -0.586 -0.950 4.254
C -0.379 -1.101 5.626
C 0.652 -1.907 6.060
C 1.528 -2.465 5.160
C 1.358 -2.338 3.770
C 0.778 0.163 1.498
C 2.069 0.169 0.990
C 2.639 1.392 0.615
C 1.892 2.560 0.728
C 0.711 2.575 1.456
C 0.156 1.363 1.865
H 0.528 -3.254 0.701
H -1.410 -0.375 3.894
H -1.017 -0.560 6.332
H 0.806 -2.039 7.112
H 2.344 -3.052 5.560
H 2.065 -2.749 3.086
H 2.593 -0.781 0.912
H 3.654 1.414 0.249
H 2.265 3.485 0.306
H 0.292 3.510 1.814
H -0.753 1.312 2.461
C 0.410 0.744 -5.336
C -0.135 1.722 -4.363
S -1.275 0.973 -3.096
O -0.517 -0.174 -2.437
C -2.518 0.204 -4.141
C -3.911 0.272 -3.527
H 1.041 1.256 -6.084
H -0.364 0.269 -5.954
H 1.066 -0.014 -4.878
H -0.701 2.543 -4.878
H 0.627 2.194 -3.750
H -2.202 -0.843 -4.270
H -2.545 0.734 -5.110
H -3.971 -0.304 -2.566
H -4.610 -0.175 -4.261
H -4.224 1.308 -3.376
*
```

Largest force on an atom (eV/Å): 2.860
Kohn-Sham gap (spin up / spin down) (eV): 4.7928 / 3.5923
ΔE to the lowest compared entry with this formula, charge and spin (kcal/mol): 0.0
E_LUMO (spin up / spin down) (Ha): -0.476 / -0.523

Charges obtained by natural (NBO) population analysis, quoted in units of e: Tl 1.00; N -0.81; S 1.19; C -0.16; C -0.23; C -0.16; C -0.13; C -0.16; C -0.23; C -0.27; C -0.22; C -0.19; C -0.15; C -0.18; C -0.19; H 0.41; H 0.23; H 0.27; H 0.26; H 0.26; H 0.23; H 0.24; H 0.26; H 0.25; H 0.27; H 0.24; C -0.66; C -0.52; S 1.46; O -0.77; C -0.60; C -0.63; H 0.31; H 0.25; H 0.23; H 0.30; H 0.27; H 0.28; H 0.29; H 0.24; H 0.28; H 0.25

---

Record 3
Molecular formula: C16H22AuN2PSe2
Method: DFT, wB97M-V/def2-TZVPD

Geometry as ORCA input:
```
! wB97M-V def2-TZVPD RIJCOSX def2/J DEFGRID3
* xyz 0 1
Au 1.043 -0.096 -1.781
N 0.066 -2.806 -1.733
C 0.212 -3.574 -2.962
C 1.641 -4.069 -3.128
C 2.708 -2.978 -3.279
C 3.254 -2.380 -1.977
N 3.036 -0.918 -1.872
H 0.290 -3.344 -0.904
H -0.871 -2.446 -1.602
H -0.031 -2.914 -3.801
H -0.469 -4.432 -3.025
H 1.674 -4.715 -4.007
H 1.900 -4.709 -2.276
H 2.322 -2.168 -3.907
H 3.547 -3.412 -3.826
H 4.328 -2.569 -1.907
H 2.783 -2.839 -1.108
H 3.570 -0.443 -2.592
H 3.403 -0.591 -0.983
Se 0.019 -1.092 1.396
P -0.809 0.776 0.780
Se -1.012 1.139 -1.390
C -2.486 1.049 1.425
C -3.050 2.322 1.354
C -4.343 2.532 1.803
C -5.078 1.474 2.323
C -4.516 0.209 2.398
C -3.219 -0.006 1.951
C 0.149 2.140 1.515
C 0.919 2.999 0.741
C 1.680 3.989 1.349
C 1.664 4.131 2.728
C 0.886 3.280 3.504
C 0.134 2.286 2.901
H -2.475 3.148 0.951
H -4.777 3.522 1.749
H -6.089 1.639 2.674
H -5.086 -0.615 2.809
H -2.763 -0.985 2.016
H 0.911 2.896 -0.336
H 2.277 4.657 0.742
H 2.253 4.907 3.200
H 0.867 3.389 4.581
H -0.464 1.616 3.508
*
```

Largest force on an atom (eV/Å): 0.208
Kohn-Sham gap (eV): 7.8011
ΔE to the lowest compared entry with this formula, charge and spin (kcal/mol): 0.0
E_LUMO (Ha): 0.017

Charges obtained by natural (NBO) population analysis, quoted in units of e: Au 0.46; N -0.87; C -0.21; C -0.40; C -0.42; C -0.22; N -0.85; H 0.37; H 0.39; H 0.19; H 0.17; H 0.21; H 0.19; H 0.21; H 0.21; H 0.18; H 0.21; H 0.39; H 0.40; Se -0.58; P 1.01; Se -0.47; C -0.43; C -0.13; C -0.23; C -0.20; C -0.21; C -0.19; C -0.42; C -0.20; C -0.21; C -0.20; C -0.23; C -0.13; H 0.22; H 0.21; H 0.21; H 0.21; H 0.24; H 0.24; H 0.21; H 0.21; H 0.21; H 0.22